[1]
# C36H60N3O18

A cluster of 11 separate species, C36H60N3O18 in total (wB97M-V/def2-TZVPD, the OMol25 dataset).

Positions of all 117 atoms, in Å:
1 C 0.73 -0.16 0.60
2 C -0.69 0.18 0.30
3 O -1.15 -0.22 -0.77
4 N -1.50 1.07 1.28
5 H -2.33 0.58 1.61
6 H -0.75 1.25 1.89
7 C -2.29 2.12 0.64
8 H 1.28 -0.94 0.02
9 H 0.79 -0.59 1.60
10 H 1.33 0.86 0.73
11 H -1.40 2.55 0.16
12 H -2.90 2.79 1.12
13 H -2.98 1.45 0.21
14 N -4.48 -0.13 2.33
15 O -5.58 -0.42 3.00
16 O -4.51 -0.09 1.12
17 O -3.47 -0.35 2.87
18 N -0.07 1.40 4.14
19 O -1.22 0.96 4.21
20 O 0.84 0.89 4.87
21 O 0.26 1.89 3.04
22 C 3.90 1.99 -1.59
23 C 3.03 2.05 -2.80
24 C 2.36 0.72 -3.25
25 O 1.92 2.97 -2.56
26 H 4.72 1.15 -1.68
27 H 3.35 1.76 -0.62
28 H 4.67 2.86 -1.51
29 H 3.74 2.50 -3.67
30 H 3.13 0.04 -3.57
31 H 1.64 0.58 -4.12
32 H 1.75 0.08 -2.54
33 H 1.98 3.85 -3.02
34 C -4.87 -0.64 -4.09
35 C -5.59 0.55 -3.44
36 C -5.48 0.52 -1.87
37 O -4.98 1.69 -3.80
38 H -4.87 -0.51 -5.27
39 H -5.23 -1.77 -3.73
40 H -3.73 -0.61 -3.86
41 H -6.67 0.52 -3.78
42 H -4.49 0.56 -1.42
43 H -5.88 -0.47 -1.57
44 H -6.07 1.16 -1.28
45 H -4.47 2.05 -3.08
46 C -3.47 -3.62 1.62
47 C -3.23 -3.13 0.20
48 C -2.66 -4.35 -0.52
49 O -4.41 -2.76 -0.29
50 H -4.06 -4.59 1.50
51 H -4.07 -3.10 2.21
52 H -2.53 -3.97 1.87
53 H -2.59 -2.25 0.51
54 H -1.65 -4.55 -0.09
55 H -2.33 -4.33 -1.63
56 H -3.35 -5.33 -0.51
57 H -4.84 -2.07 0.27
58 C 3.20 5.48 1.52
59 C 2.11 5.04 2.32
60 C 0.80 5.05 1.56
61 O 2.45 3.69 2.73
62 H 3.18 6.61 1.48
63 H 3.17 4.90 0.66
64 H 4.04 5.01 1.97
65 H 2.13 5.37 3.31
66 H 0.90 4.51 0.83
67 H 0.56 6.25 1.57
68 H -0.03 4.25 2.14
69 H 1.86 3.19 2.80
70 C 0.05 -2.53 -3.34
71 C 0.93 -3.59 -2.72
72 C 2.41 -3.59 -3.29
73 O 0.97 -3.35 -1.32
74 H -0.27 -2.95 -4.31
75 H 0.40 -1.47 -3.55
76 H -0.73 -2.31 -2.85
77 H 0.33 -4.57 -3.11
78 H 3.11 -2.76 -3.06
79 H 2.56 -3.55 -4.34
80 H 2.70 -4.50 -2.68
81 H 0.18 -3.36 -1.16
82 C -2.21 5.35 -1.07
83 C -1.65 6.54 -0.26
84 C -2.56 7.14 0.87
85 O -2.21 8.05 1.66
86 C -3.87 6.52 1.07
87 C -4.40 5.54 0.12
88 C -3.57 4.88 -0.87
89 O -4.06 3.97 -1.49
90 H -1.46 4.77 -1.74
91 H -0.66 6.88 -0.36
92 H -4.13 6.81 2.07
93 H -5.43 4.91 0.25
94 C 3.29 -4.14 3.89
95 C 1.98 -3.37 3.62
96 C 1.21 -3.89 2.40
97 O 0.27 -3.21 2.03
98 C 1.67 -5.00 1.67
99 C 2.87 -5.63 1.89
100 C 3.74 -5.22 3.11
101 O 4.66 -6.02 3.43
102 H 3.77 -3.68 4.72
103 H 1.45 -2.61 4.18
104 H 1.23 -5.25 0.72
105 H 3.06 -6.52 1.24
106 C 5.26 -3.63 -0.51
107 C 4.03 -2.79 0.07
108 C 4.37 -1.88 1.33
109 O 3.43 -1.30 1.84
110 C 5.70 -1.82 1.87
111 C 6.82 -2.57 1.21
112 C 6.58 -3.36 -0.04
113 O 7.47 -3.80 -0.70
114 H 5.02 -4.44 -1.43
115 H 3.08 -2.89 -0.35
116 H 5.95 -1.22 2.80
117 H 7.81 -2.61 1.60

## Properties
Relative energy (zero: lowest compared OMol25 entry of this formula, charge and spin)   86.5 kcal per mole
Frontier orbital gap   5.1 eV
Strongest force on any atom   17.563 eV/Å
Total charge   -1

These are the Löwdin partial charges, in e, on atoms 1 to 99: atom 1 (C): 0.00, atom 2 (C): -0.32, atom 3 (O): 0.11, atom 4 (N): 0.09, atom 5 (H): 0.10, atom 6 (H): 0.04, atom 7 (C): 0.01, atom 8 (H): 0.09, atom 9 (H): 0.07, atom 10 (H): 0.14, atom 11 (H): 0.12, atom 12 (H): 0.09, atom 13 (H): 0.06, atom 14 (N): -0.61, atom 15 (O): -0.10, atom 16 (O): -0.05, atom 17 (O): 0.01, atom 18 (N): -0.54, atom 19 (O): -0.01, atom 20 (O): -0.05, atom 21 (O): -0.12, atom 22 (C): -0.10, atom 23 (C): -0.48, atom 24 (C): -0.07, atom 25 (O): -0.11, atom 26 (H): 0.10, atom 27 (H): 0.09, atom 28 (H): 0.10, atom 29 (H): 0.17, atom 30 (H): 0.05, atom 31 (H): 0.09, atom 32 (H): 0.07, atom 33 (H): 0.11, atom 34 (C): -0.10, atom 35 (C): -0.55, atom 36 (C): -0.05, atom 37 (O): -0.05, atom 38 (H): 0.09, atom 39 (H): 0.12, atom 40 (H): 0.08, atom 41 (H): 0.14, atom 42 (H): 0.06, atom 43 (H): 0.08, atom 44 (H): 0.06, atom 45 (H): 0.06, atom 46 (C): -0.05, atom 47 (C): -0.57, atom 48 (C): -0.07, atom 49 (O): -0.04, atom 50 (H): 0.11, atom 51 (H): 0.03, atom 52 (H): 0.04, atom 53 (H): 0.14, atom 54 (H): 0.06, atom 55 (H): 0.08, atom 56 (H): 0.12, atom 57 (H): 0.10, atom 58 (C): -0.07, atom 59 (C): -0.51, atom 60 (C): -0.02, atom 61 (O): 0.04, atom 62 (H): 0.12, atom 63 (H): 0.06, atom 64 (H): 0.08, atom 65 (H): 0.12, atom 66 (H): -0.05, atom 67 (H): 0.15, atom 68 (H): 0.16, atom 69 (H): -0.15, atom 70 (C): -0.05, atom 71 (C): -0.43, atom 72 (C): -0.04, atom 73 (O): 0.03, atom 74 (H): 0.09, atom 75 (H): 0.10, atom 76 (H): -0.02, atom 77 (H): 0.18, atom 78 (H): 0.07, atom 79 (H): 0.06, atom 80 (H): 0.08, atom 81 (H): -0.08, atom 82 (C): 0.06, atom 83 (C): 0.10, atom 84 (C): -0.38, atom 85 (O): 0.05, atom 86 (C): 0.04, atom 87 (C): 0.05, atom 88 (C): -0.52, atom 89 (O): 0.10, atom 90 (H): 0.14, atom 91 (H): 0.06, atom 92 (H): 0.11, atom 93 (H): 0.17, atom 94 (C): 0.04, atom 95 (C): 0.16, atom 96 (C): -0.42, atom 97 (O): 0.10, atom 98 (C): -0.03, atom 99 (C): 0.05


[2]
# CH3NO

The molecule CH3NO (wB97M-V/def2-TZVPD, the OMol25 dataset).

Positions of all 6 atoms, in Å:
1 N -0.31 0.09 -0.65
2 C 0.54 0.21 0.45
3 O 0.84 1.04 1.27
4 H -1.45 0.38 -0.47
5 H -0.59 -0.96 -0.98
6 H 0.97 -0.75 0.37

## Properties
Relative energy (zero: lowest compared OMol25 entry of this formula, charge and spin)   36.6 kcal per mole
Frontier orbital gap   10.8 eV
Strongest force on any atom   7.350 eV/Å

Per-atom natural (NBO) charges, elementary charge units: atom 1 (N): -0.85, atom 2 (C): 0.54, atom 3 (O): -0.54, atom 4 (H): 0.38, atom 5 (H): 0.39, atom 6 (H): 0.07


[3]
# C11H33AsF6O5

A structure of composition C11H33AsF6O5 (wB97M-V/def2-TZVPD, the OMol25 dataset).

Positions of all 56 atoms, in Å:
1 O -0.65 0.36 -0.27
2 H -1.44 -0.12 -0.55
3 H -0.09 -0.20 0.28
4 H -0.96 1.09 0.28
5 As 0.99 4.42 0.72
6 F 0.47 3.75 2.32
7 F -0.60 5.15 0.49
8 F 1.56 5.13 -0.83
9 F 2.63 3.60 0.90
10 F 0.39 2.94 -0.12
11 F 1.51 5.90 1.62
12 C -2.49 0.04 2.80
13 C -2.51 1.59 2.53
14 O -2.32 1.94 1.15
15 H -2.85 -0.11 3.82
16 H -1.53 -0.47 2.70
17 H -3.21 -0.37 2.09
18 H -1.69 2.01 3.12
19 H -3.41 2.07 2.91
20 H -2.46 2.89 1.07
21 C 1.82 0.35 2.15
22 C 1.60 -1.21 2.13
23 C 1.33 -1.67 3.57
24 O 0.50 -1.51 1.33
25 H 2.64 0.67 2.80
26 H 0.90 0.85 2.44
27 H 2.09 0.71 1.16
28 H 2.56 -1.60 1.81
29 H 0.36 -1.43 4.01
30 H 2.09 -1.16 4.17
31 H 1.53 -2.74 3.69
32 H 0.44 -2.47 1.31
33 C -3.69 0.11 -2.86
34 C -2.89 -1.11 -2.44
35 C -1.58 -1.10 -3.21
36 O -2.74 -1.01 -0.97
37 H -3.62 0.24 -3.94
38 H -3.23 0.91 -2.27
39 H -4.71 0.01 -2.50
40 H -3.48 -2.00 -2.65
41 H -1.02 -2.02 -3.05
42 H -0.94 -0.30 -2.85
43 H -1.75 -0.90 -4.26
44 H -3.46 -1.49 -0.54
45 C 2.54 -2.84 -2.92
46 C 2.53 -1.98 -1.66
47 C 3.71 -1.03 -1.68
48 O 1.32 -1.21 -1.74
49 H 1.78 -3.62 -2.99
50 H 3.50 -3.36 -2.96
51 H 2.53 -2.22 -3.82
52 H 2.53 -2.55 -0.73
53 H 4.67 -1.51 -1.84
54 H 3.67 -0.47 -0.74
55 H 3.69 -0.40 -2.57
56 H 1.40 -0.56 -2.44

## Properties
Relative energy (zero: lowest compared OMol25 entry of this formula, charge and spin)   4.5 kcal per mole
Frontier orbital gap   10.5 eV
Strongest force on any atom   3.428 eV/Å

Per-atom natural (NBO) charges, elementary charge units: atom 1 (O): -0.78, atom 2 (H): 0.54, atom 3 (H): 0.56, atom 4 (H): 0.56, atom 5 (As): 2.79, atom 6 (F): -0.64, atom 7 (F): -0.63, atom 8 (F): -0.61, atom 9 (F): -0.63, atom 10 (F): -0.66, atom 11 (F): -0.62, atom 12 (C): -0.64, atom 13 (C): -0.07, atom 14 (O): -0.77, atom 15 (H): 0.23, atom 16 (H): 0.22, atom 17 (H): 0.20, atom 18 (H): 0.19, atom 19 (H): 0.17, atom 20 (H): 0.51, atom 21 (C): -0.64, atom 22 (C): 0.09, atom 23 (C): -0.64, atom 24 (O): -0.75, atom 25 (H): 0.24, atom 26 (H): 0.21, atom 27 (H): 0.23, atom 28 (H): 0.17, atom 29 (H): 0.22, atom 30 (H): 0.22, atom 31 (H): 0.20, atom 32 (H): 0.49, atom 33 (C): -0.63, atom 34 (C): 0.10, atom 35 (C): -0.64, atom 36 (O): -0.78, atom 37 (H): 0.22, atom 38 (H): 0.22, atom 39 (H): 0.21, atom 40 (H): 0.17, atom 41 (H): 0.23, atom 42 (H): 0.21, atom 43 (H): 0.23, atom 44 (H): 0.50, atom 45 (C): -0.63, atom 46 (C): 0.10, atom 47 (C): -0.64, atom 48 (O): -0.75, atom 49 (H): 0.21, atom 50 (H): 0.21, atom 51 (H): 0.21, atom 52 (H): 0.17, atom 53 (H): 0.22, atom 54 (H): 0.22, atom 55 (H): 0.21, atom 56 (H): 0.47


[4]
# C19H53N4O9

A cluster of 7 separate species, C19H53N4O9 in total (wB97M-V/def2-TZVPD, the OMol25 dataset).

Positions of all 85 atoms, in Å:
1 C 1.22 -17.83 -0.49
2 O 2.44 -17.95 -0.18
3 O 0.80 -18.01 -1.75
4 O 0.28 -17.47 0.32
5 H 1.70 -18.00 -2.37
6 C 0.39 -22.05 0.60
7 C 0.55 -21.42 -0.75
8 C 0.30 -22.28 -2.02
9 O 1.21 -23.39 -2.21
10 C 0.89 -24.19 -3.37
11 N -0.54 -20.44 -0.69
12 H 0.86 -22.94 0.52
13 H -0.48 -22.44 0.93
14 H 0.96 -21.70 1.32
15 H 1.39 -20.94 -0.93
16 H 0.21 -21.65 -2.88
17 H -0.78 -22.75 -1.99
18 H 0.00 -24.89 -3.19
19 H 1.74 -24.83 -3.46
20 H 0.72 -23.49 -4.21
21 H -0.33 -19.96 -1.46
22 H -0.45 -19.73 0.05
23 C 5.16 -16.52 -4.12
24 C 4.57 -16.14 -2.76
25 C 3.16 -15.49 -2.89
26 O 3.29 -14.16 -3.46
27 C 1.98 -13.44 -3.30
28 N 4.58 -17.34 -2.05
29 H 5.65 -15.72 -4.70
30 H 4.36 -16.68 -4.88
31 H 5.95 -17.34 -3.97
32 H 5.12 -15.67 -2.08
33 H 2.71 -15.14 -1.87
34 H 2.44 -16.05 -3.44
35 H 1.90 -13.02 -2.42
36 H 0.95 -13.97 -3.57
37 H 1.85 -12.66 -4.02
38 H 4.21 -18.11 -2.51
39 H 3.81 -17.35 -1.49
40 C -3.25 -14.81 -0.99
41 C -1.88 -15.22 -1.56
42 C -0.72 -14.48 -0.77
43 O -0.94 -13.07 -0.99
44 C -0.01 -12.36 -0.22
45 N -1.73 -16.59 -1.36
46 H -4.26 -15.30 -1.29
47 H -3.48 -13.89 -0.87
48 H -3.35 -15.09 0.05
49 H -1.86 -14.98 -2.56
50 H 0.07 -14.75 -1.18
51 H -0.62 -14.79 0.19
52 H 1.01 -12.58 -0.07
53 H 0.02 -12.53 1.00
54 H -0.01 -11.23 -0.56
55 H -1.28 -16.61 -0.44
56 H -1.11 -17.10 -2.02
57 C -1.50 -15.93 3.35
58 C -0.10 -15.83 3.77
59 C 0.08 -15.66 5.23
60 O -0.52 -14.46 5.70
61 C -0.40 -14.22 7.08
62 N 0.72 -16.90 3.23
63 H -1.38 -16.27 2.28
64 H -2.23 -15.02 3.32
65 H -2.16 -16.81 4.00
66 H 0.30 -14.92 3.24
67 H 1.25 -15.62 5.35
68 H -0.38 -16.60 5.60
69 H 0.59 -13.81 7.22
70 H -0.46 -15.05 7.84
71 H -1.44 -13.58 7.17
72 H 1.70 -16.51 2.77
73 H 0.47 -17.28 2.42
74 C 3.10 -14.97 0.95
75 O 3.22 -15.99 1.77
76 H 3.64 -14.94 -0.06
77 H 3.57 -14.11 1.47
78 H 2.06 -14.66 0.93
79 H 3.14 -16.80 1.26
80 C 3.41 -20.29 -2.98
81 O 2.76 -19.19 -3.64
82 H 4.43 -20.27 -3.36
83 H 3.01 -21.13 -2.94
84 H 3.72 -20.15 -1.74
85 H 2.35 -19.41 -4.47

## Properties
Frontier orbital gap   7.8 eV
Strongest force on any atom   10.651 eV/Å
Total charge   -1

Per-atom Löwdin charges, elementary charge units: atom 1 (C): -0.76, atom 2 (O): -0.05, atom 3 (O): 0.00, atom 4 (O): -0.08, atom 5 (H): 0.16, atom 6 (C): -0.03, atom 7 (C): -0.36, atom 8 (C): -0.17, atom 9 (O): -0.21, atom 10 (C): -0.11, atom 11 (N): 0.07, atom 12 (H): 0.04, atom 13 (H): 0.06, atom 14 (H): 0.04, atom 15 (H): 0.07, atom 16 (H): 0.10, atom 17 (H): 0.15, atom 18 (H): 0.10, atom 19 (H): 0.07, atom 20 (H): 0.09, atom 21 (H): -0.02, atom 22 (H): 0.08, atom 23 (C): -0.05, atom 24 (C): -0.42, atom 25 (C): -0.17, atom 26 (O): -0.19, atom 27 (C): -0.06, atom 28 (N): 0.06, atom 29 (H): 0.06, atom 30 (H): 0.08, atom 31 (H): 0.10, atom 32 (H): 0.09, atom 33 (H): 0.13, atom 34 (H): 0.10, atom 35 (H): 0.00, atom 36 (H): 0.13, atom 37 (H): 0.07, atom 38 (H): -0.01, atom 39 (H): -0.01, atom 40 (C): -0.06, atom 41 (C): -0.40, atom 42 (C): -0.15, atom 43 (O): -0.15, atom 44 (C): -0.17, atom 45 (N): 0.04, atom 46 (H): 0.11, atom 47 (H): -0.02, atom 48 (H): 0.07, atom 49 (H): 0.10, atom 50 (H): 0.03, atom 51 (H): 0.09, atom 52 (H): 0.01, atom 53 (H): 0.13, atom 54 (H): 0.12, atom 55 (H): 0.04, atom 56 (H): 0.08, atom 57 (C): -0.09, atom 58 (C): -0.55, atom 59 (C): -0.23, atom 60 (O): -0.22, atom 61 (C): -0.14, atom 62 (N): 0.06, atom 63 (H): 0.07, atom 64 (H): 0.10, atom 65 (H): 0.14, atom 66 (H): 0.14, atom 67 (H): 0.15, atom 68 (H): 0.12, atom 69 (H): 0.06, atom 70 (H): 0.08, atom 71 (H): 0.14, atom 72 (H): 0.13, atom 73 (H): -0.05, atom 74 (C): -0.24, atom 75 (O): -0.11, atom 76 (H): 0.10, atom 77 (H): 0.09, atom 78 (H): 0.06, atom 79 (H): 0.06, atom 80 (C): -0.10, atom 81 (O): -0.13, atom 82 (H): 0.08, atom 83 (H): -0.04, atom 84 (H): 0.18, atom 85 (H): 0.08


| no. | HOMO (eV) |
| --- | --- |
| 1 | -5.87 |
| 2 | -10.12 |
| 3 | -10.75 |
| 4 | -5.53 |